Entry 1:
Entry from OMol25: a cluster of 2 separate species, C4H6ClF in total in a non-equilibrium geometry (ωB97M-V/def2-TZVPD).

Properties
Frontier orbital gap: 7.87 eV
HOMO: -8.43 eV
Charge: 0
LUMO level: -0.559 eV
Spin multiplicity: 1
ΔE to the lowest compared entry with this formula, charge and spin: 655.75 kJ/mol

Cartesian coordinates (Å):
F 0.616 -3.331 -0.122
C 1.096 -2.638 0.957
H -1.020 0.469 1.098
H 0.259 -2.475 1.530
C -0.392 1.730 -0.673
H -0.100 2.770 -0.222
H -1.364 1.706 -1.207
Cl -0.051 -1.031 -1.533
C 0.104 -0.603 0.022
H 0.327 1.721 -1.473
C -0.150 0.743 0.485
H 0.676 0.937 1.138

=====

Entry 2:
Entry from OMol25: a structure of composition C6F5IrSSe2Te2 in a non-equilibrium geometry (ωB97M-V/def2-TZVPD).

Properties
Frontier orbital gap (spin up / spin down): 6.94 / 5.32 eV
HOMO (spin up / spin down): -11.73 / -12.25 eV
Charge: +1
LUMO level (spin up / spin down): -4.793 / -6.937 eV
Spin multiplicity: 6
ΔE to the lowest compared entry with this formula, charge and spin: 0.00 kJ/mol

Cartesian coordinates (Å):
C 0.656 -1.333 1.883
C 0.427 -2.667 1.521
Te -1.254 5.448 -2.778
C 0.658 -0.354 0.904
F 0.422 -3.608 2.447
F -0.028 -4.251 -0.158
C 0.197 -1.992 -0.779
F 0.878 0.945 1.246
Se -2.006 2.790 0.350
Ir 0.461 2.642 -0.519
C 0.196 -2.994 0.183
F -0.041 -2.297 -2.045
S 0.427 0.540 -1.706
Te -3.178 4.356 -1.103
F 0.864 -1.021 3.153
C 0.429 -0.647 -0.445
Se 0.893 4.442 -2.152

=====

Entry 3:
Entry from OMol25: the molecule C20H15Cl2N3O4S in a non-equilibrium geometry (ωB97M-V/def2-TZVPD).

Properties
Frontier orbital gap: 8.18 eV
HOMO: -8.16 eV
Charge: 0
LUMO level: 0.025 eV
Spin multiplicity: 1
ΔE to the lowest compared entry with this formula, charge and spin: 0.00 kJ/mol
Structure (SMILES): COC(=O)c1cccc(Cn2c(Cl)c(/C=N/NC(=O)c3ccccc3Cl)sc2=O)c1

Cartesian coordinates (Å):
C 6.595 0.976 1.862
H -2.488 -1.291 0.118
O 6.992 2.235 2.101
N -3.734 -0.588 -2.116
C -8.504 0.516 -2.995
O -4.673 -0.937 -0.062
C 4.566 -0.399 1.585
O 7.359 0.086 1.583
C -1.917 -1.117 -0.790
C -0.499 -1.266 -0.692
Cl -7.123 -2.547 -0.867
S 0.570 -0.984 -2.060
C 0.231 -1.612 0.400
H -5.307 1.555 -2.699
H 8.931 1.866 2.724
C -4.781 -0.644 -1.231
H 8.532 3.531 2.197
H 3.357 -2.549 0.797
C 5.125 0.812 1.985
H -7.447 2.241 -3.698
C -7.383 1.314 -3.150
C 2.948 1.614 2.587
C -7.215 -1.056 -1.726
N 1.587 -1.667 0.204
C 2.395 0.407 2.194
C -6.077 -0.266 -1.879
H 2.310 2.393 2.975
H 8.741 2.218 0.995
C -6.177 0.923 -2.598
C -8.423 -0.670 -2.287
C 8.387 2.472 1.997
H 4.749 2.760 2.788
H 5.217 -1.162 1.187
N -2.416 -0.783 -1.917
C 2.003 -1.350 -1.068
H 2.100 -2.425 2.060
H -3.934 -0.358 -3.082
H -9.447 0.817 -3.424
Cl -0.430 -1.995 1.932
C 4.311 1.823 2.484
H 1.329 0.255 2.280
H -9.290 -1.300 -2.163
C 2.586 -1.908 1.230
C 3.201 -0.608 1.688
O 3.141 -1.332 -1.447

=====

Entry 4:
Entry from OMol25: a cluster of 2 separate species, C13H16I2O7P in total in a non-equilibrium geometry (ωB97M-V/def2-TZVPD).

Properties
Frontier orbital gap: 2.26 eV
HOMO: 3.40 eV
Charge: -3
LUMO level: 5.661 eV
Spin multiplicity: 1

Cartesian coordinates (Å):
C -0.763 1.481 2.447
O 4.312 -0.952 0.236
O -3.090 3.136 -0.063
O -2.480 3.144 2.372
C -1.885 2.222 3.385
H 0.318 0.005 -3.523
C 1.889 1.223 2.705
H 1.055 1.485 -0.089
H -2.959 -3.604 -0.493
O -2.197 2.019 4.667
H -0.053 2.026 -2.228
C -1.611 -1.139 -2.887
H 0.031 -0.097 0.097
C 0.537 0.545 2.794
H 4.181 1.278 3.067
O 2.577 -2.266 -1.015
C 3.323 0.457 2.998
C -2.449 -1.589 -1.521
I 2.055 3.389 2.197
P 3.564 -1.091 -1.101
H -3.595 -1.333 -1.607
C -0.278 -0.231 -2.519
H 3.198 -0.111 4.025
H -1.820 1.356 -1.703
H -2.037 -1.028 -0.563
H 0.434 -0.943 -1.893
C -2.236 -3.222 -1.346
C -0.651 1.161 -1.685
O 2.792 0.206 -1.394
H -2.353 -0.471 -3.521
C -0.060 1.065 -0.159
O 4.576 -1.351 -2.229
I 0.452 -1.594 3.352
C -1.010 1.728 1.000
H 3.532 -0.306 2.120
C -2.316 2.717 0.942
H -2.498 -3.699 -2.402
H -1.139 -3.495 -0.987
H -1.345 -2.121 -3.476

=====

Entry 5:
Entry from OMol25: the ion C5H10BrN6 with charge +1 in a non-equilibrium geometry (ωB97M-V/def2-TZVPD).

Properties
Frontier orbital gap: 10.13 eV
HOMO: -13.17 eV
Charge: +1
LUMO level: -3.033 eV
Spin multiplicity: 1
Structure (SMILES): [H]/N=C(\C)CNc1nc(Br)n(N)[nH+]1

Cartesian coordinates (Å):
H 1.909 2.370 1.017
N -2.008 -0.949 -0.210
N -2.452 -1.687 -1.289
Br -3.894 -1.973 1.550
C 1.177 1.837 0.382
C -2.418 -0.895 1.039
H 1.263 -1.135 0.378
H 0.163 1.555 2.255
H 2.845 0.402 -2.025
N 0.164 1.272 1.282
H -0.470 0.068 -1.170
C 2.201 -0.654 0.036
C -0.779 0.418 0.933
N -0.964 -0.087 -0.296
H 2.549 -1.261 -0.816
H -3.466 -1.729 -1.336
H -2.026 -1.397 -2.161
N 2.364 1.186 -1.577
C 1.953 0.798 -0.448
H 0.693 2.604 -0.250
H 2.895 -0.679 0.891
N -1.700 -0.066 1.815

=====

Entry 6:
Entry from OMol25: a cluster of 2 separate species, C2H2F2N2O4 in total in a non-equilibrium geometry (ωB97M-V/def2-TZVPD).

Properties
Frontier orbital gap (spin up / spin down): 9.67 / 6.77 eV
HOMO (spin up / spin down): -10.72 / -9.60 eV
Charge: 0
LUMO level (spin up / spin down): -1.057 / -2.825 eV
Spin multiplicity: 1
ΔE to the lowest compared entry with this formula, charge and spin: 181.14 kJ/mol

Cartesian coordinates (Å):
N 0.049 -1.785 -0.875
O -2.189 0.824 -0.821
H 1.003 2.138 0.521
O -1.655 -0.145 1.086
F 2.373 0.863 1.305
N -1.434 0.200 -0.069
H 0.495 0.933 2.037
O 0.980 -1.998 -1.606
C 1.140 1.314 1.214
F 0.122 0.495 -1.788
C -0.243 -0.227 -0.700
O -0.640 -2.612 -0.304

=====

Among the records above, which one has the highest spin multiplicity? C6F5IrSSe2Te2